Entry 1:
Below is a cluster of 2 separate species, C11H16O in total in a non-equilibrium geometry, with properties calculated with wB97M-V/def2-TZVPD.

The geometry in ORCA input format:
```
! wB97M-V def2-TZVPD RIJCOSX def2/J DEFGRID3
* xyz 0 1
C -2.360 1.817 -1.467
C -2.464 0.916 -0.684
C 0.497 0.209 -1.148
C -0.035 -0.233 -0.029
C 2.115 0.584 0.478
C 1.978 0.510 -1.009
C 0.949 -0.317 1.091
C 2.833 -0.524 -1.817
C 0.575 0.227 2.462
C -3.146 -1.547 -0.204
C -2.722 -0.156 0.187
O -2.735 0.027 1.517
H -2.233 2.455 -2.238
H -0.166 0.450 -2.086
H 3.167 0.170 0.890
H 2.095 1.614 0.756
H 2.301 1.503 -1.347
H 1.192 -1.336 1.268
H 2.997 -1.545 -1.381
H 3.728 -0.068 -2.037
H 2.156 -0.834 -2.647
H 1.483 0.283 2.955
H -0.197 -0.447 2.964
H -0.091 1.097 2.480
H -2.895 -2.297 0.485
H -2.770 -1.824 -1.184
H -4.272 -1.384 -0.076
H -1.982 0.651 1.821
*
```

Calculated values
- orbital gap (spin up / spin down) (eV) = 6.85 / 8.62
- E_LUMO (spin up / spin down) (eV) = -0.180 / 0.276
- energy relative to the best compared isomer or geometry (same formula, charge and spin) (kJ/mol) = 758.75
- HOMO (spin up / spin down) (eV) = -7.0 / -8.3

natural (NBO) analysis output, partial charges in e:
1. C -0.23
2. C -0.04
3. C -0.34
4. C 0.08
5. C -0.37
6. C -0.26
7. C -0.34
8. C -0.61
9. C -0.60
10. C -0.66
11. C 0.34
12. O -0.68
13. H 0.22
14. H 0.22
15. H 0.20
16. H 0.21
17. H 0.20
18. H 0.21
19. H 0.21
20. H 0.21
21. H 0.21
22. H 0.22
23. H 0.20
24. H 0.19
25. H 0.23
26. H 0.24
27. H 0.22
28. H 0.51

Entry 2:
Below is the molecule C11H16O2 in a non-equilibrium geometry, with properties calculated with wB97M-V/def2-TZVPD.

The geometry in ORCA input format:
```
! wB97M-V def2-TZVPD RIJCOSX def2/J DEFGRID3
* xyz 0 1
O 0.570 1.993 -1.361
C 1.328 1.927 -0.058
C 2.567 0.939 -0.224
C 2.519 -0.742 -0.084
O 2.452 -0.629 1.444
C 1.267 -1.364 -0.892
C 0.162 -1.859 -0.121
C -0.985 -0.969 0.145
C -1.162 -0.011 1.266
C -2.046 0.894 1.333
C -3.239 0.567 0.356
C -3.135 -0.198 -0.720
C -1.950 -0.986 -0.858
H -0.384 2.056 -1.307
H 1.888 2.877 0.526
H 0.473 1.507 0.694
H 3.393 1.101 0.356
H 2.834 1.169 -1.265
H 3.512 -0.948 -0.684
H 2.493 -1.532 1.755
H 1.536 -2.315 -1.587
H 0.913 -0.464 -1.556
H 0.420 -2.185 0.880
H -0.568 -2.493 -0.660
H -0.405 0.064 2.111
H -2.166 1.932 2.029
H -4.424 0.786 0.690
H -4.034 -0.418 -1.525
H -1.611 -1.230 -1.980
*
```

Calculated values
- orbital gap (eV) = 9.34
- E_LUMO (eV) = 0.687
- SMILES string = OCC[C@@H](O)CCc1ccccc1
- energy relative to the best compared isomer or geometry (same formula, charge and spin) (kJ/mol) = 657.81
- HOMO (eV) = -8.7

natural (NBO) analysis output, partial charges in e:
1. O -0.77
2. C -0.09
3. C -0.43
4. C 0.09
5. O -0.73
6. C -0.45
7. C -0.48
8. C 0.02
9. C -0.26
10. C -0.19
11. C -0.22
12. C -0.26
13. C -0.24
14. H 0.49
15. H 0.19
16. H 0.19
17. H 0.21
18. H 0.20
19. H 0.20
20. H 0.46
21. H 0.22
22. H 0.25
23. H 0.21
24. H 0.25
25. H 0.23
26. H 0.24
27. H 0.22
28. H 0.22
29. H 0.22

Entry 3:
Below is a structure of composition C11H16O8PPb in a non-equilibrium geometry, with properties calculated with wB97M-V/def2-TZVPD.

The geometry in ORCA input format:
```
! wB97M-V def2-TZVPD RIJCOSX def2/J DEFGRID3
* xyz 1 1
O -5.149 1.563 2.037
C -4.226 0.883 1.852
Pb 0.052 -0.056 -0.002
O -1.981 -1.443 1.773
C -1.233 -0.953 1.129
C 0.923 1.281 -1.110
O 1.399 2.043 -1.729
C 0.703 0.884 1.559
O 1.056 1.432 2.445
C -1.017 -0.559 -1.537
O -1.638 -0.829 -2.405
H -1.138 1.183 0.079
C 1.732 -3.842 -3.616
C 1.428 -3.476 -2.182
O 1.862 -2.128 -1.989
P 1.809 -1.771 -0.316
O 2.926 -0.534 -0.658
C 4.129 -0.925 -1.395
C 4.868 -2.110 -0.784
O 1.663 -1.791 1.394
C 2.969 -1.708 1.983
C 2.805 -1.685 3.484
H 1.198 -3.168 -4.304
H 1.404 -4.879 -3.794
H 2.816 -3.770 -3.808
H 0.347 -3.532 -1.995
H 1.991 -4.154 -1.515
H 3.889 -1.103 -2.449
H 4.795 -0.067 -1.368
H 4.263 -3.033 -0.795
H 5.772 -2.297 -1.392
H 5.196 -1.879 0.243
H 3.548 -2.601 1.694
H 3.455 -0.773 1.678
H 2.326 -2.610 3.832
H 3.808 -1.602 3.938
H 2.204 -0.816 3.790
*
```

Calculated values
- orbital gap (spin up / spin down) (eV) = 4.23 / 4.05
- E_LUMO (spin up / spin down) (eV) = -5.372 / -5.417
- energy relative to the best compared isomer or geometry (same formula, charge and spin) (kJ/mol) = 1323.15
- HOMO (spin up / spin down) (eV) = -9.6 / -9.5

Mulliken analysis output, partial charges in e:
1. O -0.16
2. C 0.15
3. Pb 2.90
4. O -0.03
5. C -0.29
6. C -0.20
7. O -0.07
8. C -0.21
9. O -0.09
10. C -0.38
11. O -0.07
12. H -0.07
13. C -1.29
14. C -0.08
15. O -0.20
16. P -0.07
17. O -0.44
18. C -0.32
19. C -0.99
20. O -0.39
21. C -0.12
22. C -1.31
23. H 0.29
24. H 0.39
25. H 0.29
26. H 0.26
27. H 0.34
28. H 0.29
29. H 0.41
30. H 0.22
31. H 0.41
32. H 0.26
33. H 0.32
34. H 0.31
35. H 0.31
36. H 0.39
37. H 0.23

Entry 4:
Below is a structure of composition C11H17ClN3O3PSSi2 in a non-equilibrium geometry, with properties calculated with wB97M-V/def2-TZVPD.

The geometry in ORCA input format:
```
! wB97M-V def2-TZVPD RIJCOSX def2/J DEFGRID3
* xyz 0 1
O 4.154 -1.105 2.623
N 4.793 -2.046 2.417
O 3.996 -3.254 2.352
C 3.509 -3.648 3.625
Si 2.156 -4.926 3.377
Cl 1.273 -5.055 5.247
O 1.111 -4.467 2.213
Si -0.432 -3.883 2.539
P -0.240 -1.904 3.618
S -1.493 -0.585 2.883
H 4.286 -4.071 4.248
H 3.067 -2.818 4.164
H 2.728 -6.221 3.003
H -1.165 -4.859 3.365
H -1.177 -3.692 1.293
H 1.106 -1.509 3.539
H -0.532 -2.175 4.965
N -1.292 -1.537 -1.168
C -1.503 -1.712 -2.468
C -1.562 -0.674 -3.385
C -1.393 0.622 -2.925
C -1.173 0.825 -1.574
C -1.131 -0.285 -0.741
H -1.633 -2.741 -2.788
H -1.736 -0.878 -4.433
H -1.435 1.463 -3.604
H -1.042 1.820 -1.179
H -0.961 -0.178 0.326
N -1.409 3.931 -2.337
C -2.346 4.874 -2.310
C -2.145 6.170 -2.758
C -0.899 6.507 -3.260
C 0.088 5.537 -3.294
C -0.219 4.270 -2.823
H -3.305 4.569 -1.907
H -2.945 6.895 -2.714
H -0.701 7.508 -3.619
H 1.076 5.755 -3.676
H 0.525 3.479 -2.833
*
```

Calculated values
- orbital gap (eV) = 7.94
- E_LUMO (eV) = -0.497
- HOMO (eV) = -8.4

natural (NBO) analysis output, partial charges in e:
1. O -0.22
2. N 0.42
3. O -0.46
4. C -0.57
5. Si 1.62
6. Cl -0.39
7. O -1.23
8. Si 1.15
9. P 0.36
10. S -0.60
11. H 0.21
12. H 0.20
13. H -0.20
14. H -0.18
15. H -0.13
16. H 0.00
17. H 0.00
18. N -0.43
19. C 0.03
20. C -0.27
21. C -0.17
22. C -0.25
23. C 0.02
24. H 0.19
25. H 0.21
26. H 0.22
27. H 0.24
28. H 0.21
29. N -0.43
30. C 0.04
31. C -0.26
32. C -0.17
33. C -0.26
34. C 0.03
35. H 0.20
36. H 0.22
37. H 0.22
38. H 0.22
39. H 0.19

Entry 5:
Below is a structure of composition C11H17N2O7S2Ta in a non-equilibrium geometry, with properties calculated with wB97M-V/def2-TZVPD.

The geometry in ORCA input format:
```
! wB97M-V def2-TZVPD RIJCOSX def2/J DEFGRID3
* xyz 2 1
Ta 6.533 10.310 10.454
O 7.687 9.262 12.043
C 7.407 7.882 11.535
C 6.546 8.043 8.921
N 7.539 8.252 8.056
C 7.265 9.163 6.987
C 6.741 10.625 7.409
O 6.929 11.590 6.757
O 6.060 10.666 8.617
C 8.890 8.243 8.581
C 9.087 9.222 9.779
O 9.837 8.990 10.692
O 8.353 10.324 9.698
H 8.615 9.307 12.076
H 8.365 7.391 11.250
H 6.840 7.326 12.260
H 8.302 5.174 10.075
H 5.589 8.259 8.504
H 8.204 9.257 6.401
H 6.558 8.828 6.207
H 9.185 7.247 8.994
H 9.586 8.513 7.802
S 5.703 11.806 12.331
C 5.816 13.452 11.702
N 6.383 14.368 12.428
C 6.348 15.711 11.856
C 5.847 15.551 10.372
S 5.105 13.854 10.221
H 6.830 14.153 13.317
H 7.359 16.113 11.858
H 5.776 16.436 12.410
H 6.630 15.617 9.652
H 5.127 16.399 10.082
C 6.515 4.882 9.253
O 7.554 5.697 9.790
C 6.524 8.189 10.350
O 5.377 8.886 10.822
H 5.985 5.352 8.414
H 5.646 4.943 9.906
H 6.825 3.863 9.110
*
```

Calculated values
- orbital gap (eV) = 8.04
- E_LUMO (eV) = -7.874
- energy relative to the best compared isomer or geometry (same formula, charge and spin) (kJ/mol) = 183.80
- HOMO (eV) = -15.9

natural (NBO) analysis output, partial charges in e:
1. Ta 2.29
2. O -0.73
3. C -0.11
4. C 0.24
5. N -0.33
6. C -0.35
7. C 0.80
8. O -0.45
9. O -0.78
10. C -0.35
11. C 0.81
12. O -0.57
13. O -0.79
14. H 0.54
15. H 0.26
16. H 0.26
17. H 0.50
18. H 0.25
19. H 0.28
20. H 0.28
21. H 0.28
22. H 0.27
23. S -0.08
24. C 0.00
25. N -0.50
26. C -0.24
27. C -0.53
28. S 0.48
29. H 0.46
30. H 0.25
31. H 0.25
32. H 0.25
33. H 0.29
34. C -0.26
35. O -0.79
36. C -0.08
37. O -0.66
38. H 0.18
39. H 0.18
40. H 0.22

Entry 6:
Below is the molecule C11H17N3O2S3 in a non-equilibrium geometry, with properties calculated with wB97M-V/def2-TZVPD.

The geometry in ORCA input format:
```
! wB97M-V def2-TZVPD RIJCOSX def2/J DEFGRID3
* xyz 0 1
C -5.120 -1.037 2.529
C -4.688 -1.408 1.076
N -3.927 -0.261 0.486
C -4.582 0.693 -0.417
C -2.552 -0.159 0.740
S -1.698 1.150 0.208
S -1.632 -1.378 1.658
N -0.138 -1.182 0.902
C 0.982 -0.704 1.689
C 1.988 -0.189 0.708
C 1.928 1.106 0.202
C 2.860 1.589 -0.744
C 3.895 0.759 -1.182
S 5.053 1.341 -2.425
N 4.684 0.691 -3.867
O 4.998 2.795 -2.647
O 6.406 0.863 -2.087
C 4.047 -0.498 -0.590
C 3.083 -0.993 0.327
H -5.475 -1.923 3.114
H -4.250 -0.609 3.044
H -5.902 -0.278 2.491
H -4.047 -2.332 1.093
H -5.562 -1.692 0.470
H -5.664 0.505 -0.461
H -4.442 1.716 -0.162
H -4.172 0.563 -1.452
H -0.279 -0.541 0.113
H 0.697 0.087 2.378
H 1.401 -1.513 2.274
H 1.138 1.805 0.463
H 2.813 2.620 -1.095
H 4.686 1.527 -4.463
H 5.454 0.094 -4.106
H 4.818 -1.197 -0.962
H 3.199 -2.011 0.693
*
```

Calculated values
- orbital gap (eV) = 8.60
- E_LUMO (eV) = 0.198
- SMILES string = CCN(C)C(=S)SNCc1ccc(S(N)(=O)=O)cc1
- energy relative to the best compared isomer or geometry (same formula, charge and spin) (kJ/mol) = 20.84
- HOMO (eV) = -8.4

natural (NBO) analysis output, partial charges in e:
1. C -0.62
2. C -0.22
3. N -0.42
4. C -0.41
5. C -0.10
6. S -0.19
7. S 0.47
8. N -0.78
9. C -0.25
10. C -0.03
11. C -0.15
12. C -0.19
13. C -0.34
14. S 2.25
15. N -1.06
16. O -0.94
17. O -0.95
18. C -0.17
19. C -0.19
20. H 0.22
21. H 0.21
22. H 0.21
23. H 0.22
24. H 0.21
25. H 0.21
26. H 0.23
27. H 0.21
28. H 0.41
29. H 0.20
30. H 0.20
31. H 0.23
32. H 0.25
33. H 0.42
34. H 0.41
35. H 0.24
36. H 0.22

Please write out number 1 again, unchanged.
Below is a cluster of 2 separate species, C11H16O in total in a non-equilibrium geometry, with properties calculated with wB97M-V/def2-TZVPD.

The geometry in ORCA input format:
```
! wB97M-V def2-TZVPD RIJCOSX def2/J DEFGRID3
* xyz 0 1
C -2.360 1.817 -1.467
C -2.464 0.916 -0.684
C 0.497 0.209 -1.148
C -0.035 -0.233 -0.029
C 2.115 0.584 0.478
C 1.978 0.510 -1.009
C 0.949 -0.317 1.091
C 2.833 -0.524 -1.817
C 0.575 0.227 2.462
C -3.146 -1.547 -0.204
C -2.722 -0.156 0.187
O -2.735 0.027 1.517
H -2.233 2.455 -2.238
H -0.166 0.450 -2.086
H 3.167 0.170 0.890
H 2.095 1.614 0.756
H 2.301 1.503 -1.347
H 1.192 -1.336 1.268
H 2.997 -1.545 -1.381
H 3.728 -0.068 -2.037
H 2.156 -0.834 -2.647
H 1.483 0.283 2.955
H -0.197 -0.447 2.964
H -0.091 1.097 2.480
H -2.895 -2.297 0.485
H -2.770 -1.824 -1.184
H -4.272 -1.384 -0.076
H -1.982 0.651 1.821
*
```

Calculated values
- orbital gap (spin up / spin down) (eV) = 6.85 / 8.62
- E_LUMO (spin up / spin down) (eV) = -0.180 / 0.276
- energy relative to the best compared isomer or geometry (same formula, charge and spin) (kJ/mol) = 758.75
- HOMO (spin up / spin down) (eV) = -7.0 / -8.3

natural (NBO) analysis output, partial charges in e:
1. C -0.23
2. C -0.04
3. C -0.34
4. C 0.08
5. C -0.37
6. C -0.26
7. C -0.34
8. C -0.61
9. C -0.60
10. C -0.66
11. C 0.34
12. O -0.68
13. H 0.22
14. H 0.22
15. H 0.20
16. H 0.21
17. H 0.20
18. H 0.21
19. H 0.21
20. H 0.21
21. H 0.21
22. H 0.22
23. H 0.20
24. H 0.19
25. H 0.23
26. H 0.24
27. H 0.22
28. H 0.51